Record 1
DFT (the ωB97M-V functional and the def2-TZVPD basis) results for the ion C4H13N2 with charge +1.

HOMO energy = -13.92 eV
energy relative to the best compared isomer or geometry (same formula, charge and spin) = 106.74 kJ/mol
Kohn-Sham gap = 10.59 eV
LUMO level = -3.3 eV
total charge = +1
structure (SMILES) = NCCCC[NH3+]

XYZ file:
```
19
Properties=species:S:1:pos:R:3:mulliken_charge:R:1
H -0.759 -1.921 1.838 0.286
C -1.023 0.840 -0.892 -0.608
H 1.187 -1.641 0.221 0.287
H -1.088 -0.592 -2.395 0.392
H 1.840 0.973 1.084 0.378
C 0.830 -0.954 1.002 -0.732
H 1.405 -1.324 1.858 0.401
N -0.496 -0.390 -1.594 -0.264
H 0.387 2.286 -0.225 0.358
H 0.469 -0.278 -1.922 0.334
N -0.611 -1.146 1.190 -0.529
H -1.940 0.490 -0.422 0.323
H 1.791 0.267 -0.449 0.404
C -0.039 1.357 0.142 -0.658
H -0.493 1.572 1.103 0.422
H -1.223 1.543 -1.693 0.411
C 1.160 0.463 0.421 -0.685
H -0.461 -1.207 -0.973 0.293
H -0.938 -0.338 1.704 0.186
```

Record 2
DFT (the ωB97M-V functional and the def2-TZVPD basis) results for a structure of composition C10H19ClSi.

2S+1 = 3
HOMO energy (alpha / beta) = -5.59 / -9.54 eV
⟨S²⟩ = 2.011
energy relative to the best compared isomer or geometry (same formula, charge and spin) = 405.08 kJ/mol
Kohn-Sham gap (alpha / beta) = 6.42 / 6.51 eV
LUMO level (alpha / beta) = 0.8 / -3.0 eV

XYZ file:
```
31
Properties=species:S:1:pos:R:3:mulliken_spin:R:1
C -1.222 0.368 3.817 0.014
H -3.664 1.233 -0.214 0.001
H 2.271 -1.526 -2.969 -0.004
H -2.053 -1.157 -1.532 0.003
H 0.080 2.393 2.471 -0.001
H -1.860 -0.460 3.518 0.001
H -2.888 -0.691 1.419 0.023
H -3.696 -1.572 -0.761 -0.002
H -2.388 1.769 0.890 -0.004
C 0.220 0.274 -0.685 0.329
H 2.677 1.368 -2.489 0.014
C 1.321 0.314 -1.164 1.036
H 1.519 -0.177 -3.784 -0.005
C -2.259 -0.294 0.494 -0.024
Si -0.065 0.893 2.325 0.003
C -0.820 -0.224 0.944 0.363
C -2.633 1.140 0.079 0.032
H 1.401 0.286 2.688 0.001
H 3.833 0.795 -0.693 -0.010
H 4.303 -0.485 -1.925 0.006
H -1.712 1.201 4.094 0.001
H -1.965 1.381 -0.822 -0.003
H -0.637 0.104 4.662 0.002
H -2.169 -2.246 -0.232 -0.002
C 2.389 -0.535 -3.246 0.041
C 2.501 0.406 -2.001 0.037
Cl -0.017 -1.737 1.394 0.063
C -2.605 -1.328 -0.596 0.017
C 3.626 -0.126 -1.216 0.061
H 3.303 -0.974 -0.541 0.004
H 3.210 -0.391 -3.924 0.004
```

Record 3
DFT (the ωB97M-V functional and the def2-TZVPD basis) results for a structure of composition C4H11N2OS.

2S+1 = 3
HOMO energy (alpha / beta) = -10.18 / -13.29 eV
⟨S²⟩ = 2.013
energy relative to the best compared isomer or geometry (same formula, charge and spin) = 89.29 kJ/mol
Kohn-Sham gap (alpha / beta) = 6.22 / 6.67 eV
LUMO level (alpha / beta) = -4.0 / -6.6 eV
total charge = +1

XYZ file:
```
19
Properties=species:S:1:pos:R:3:mulliken_spin:R:1
H -0.173 2.253 3.089 0.001
H 1.158 1.149 -0.884 -0.022
N -0.876 -1.923 -0.585 0.026
H -1.361 1.641 1.940 -0.002
H -0.855 -2.441 -1.503 -0.008
H -0.961 -0.972 -3.671 -0.002
C -0.291 1.558 2.229 0.012
C 0.451 -1.307 -0.375 0.572
H 1.589 2.358 1.467 0.000
C 0.677 1.977 1.088 0.014
H 1.299 -1.864 -0.156 -0.016
S 1.071 -1.055 -2.615 1.104
H -1.001 -2.609 0.274 0.023
H -0.067 0.608 2.534 -0.011
N 0.312 -0.226 0.377 0.179
C 0.765 0.891 0.151 0.043
H -1.613 -1.227 -0.755 -0.016
H 0.325 2.812 0.538 0.004
O -0.450 -1.623 -3.140 0.101
```

Record 4
DFT (the ωB97M-V functional and the def2-TZVPD basis) results for a structure of composition C36H37AsMnN5P.

2S+1 = 5
HOMO energy (alpha / beta) = -16.15 / -16.19 eV
⟨S²⟩ = 6.282
Kohn-Sham gap (alpha / beta) = 5.57 / 6.68 eV
LUMO level (alpha / beta) = -10.6 / -9.5 eV
total charge = +3

XYZ file:
```
81
Properties=species:S:1:pos:R:3:mulliken_spin:R:1
H -1.387 3.007 0.725 0.025
H 3.207 1.314 -1.324 -0.001
C -1.507 1.292 -4.358 -0.011
C 3.145 1.332 -0.235 -0.009
C -3.769 -0.003 -0.648 0.025
H -2.411 0.850 -6.247 0.000
H -3.145 1.929 -1.356 -0.031
N 4.526 -1.218 0.528 -0.002
C -1.134 -0.592 -2.923 0.166
C -0.636 -1.473 1.402 -0.207
H -6.585 -1.608 -1.601 0.000
H -5.053 2.188 -2.868 0.000
N 3.828 0.158 2.420 -0.002
C -2.056 0.444 -5.309 0.003
C -2.707 5.762 -0.723 0.000
H -2.606 6.237 -2.815 0.000
Mn -0.528 -0.109 -0.128 4.374
C -2.147 -0.923 -5.064 0.002
C -1.676 -1.448 -3.870 0.039
C 2.389 0.131 2.191 -0.008
H -1.497 -3.289 4.737 0.000
C -5.826 -0.839 -1.552 0.004
H -2.576 -1.581 -5.808 0.001
C 0.256 -2.354 1.980 0.043
C 1.338 2.548 -2.553 0.003
H 3.661 1.738 -4.877 0.000
H 3.985 -1.924 2.473 0.000
H -3.204 -1.841 3.624 -0.001
H 3.492 5.143 -2.281 0.000
H 5.528 -1.036 2.387 0.000
C 3.172 2.287 -4.081 0.000
C -1.903 -1.334 2.010 -0.168
H -6.785 0.426 -2.995 0.000
H 1.534 0.907 -3.942 0.002
H 5.166 -0.069 -1.156 0.000
H 5.109 -2.028 0.305 0.000
C -2.340 5.527 -2.044 0.000
H -0.775 -1.094 -2.016 -0.066
C 4.488 -1.049 2.066 0.002
H 0.655 -3.703 3.604 -0.001
C -2.211 -1.962 3.209 -0.029
H 3.252 -1.516 -1.128 -0.001
H 1.943 1.054 2.563 -0.002
H 3.971 2.226 2.109 0.000
H -1.430 2.350 -4.571 0.000
H 1.360 4.331 -1.342 -0.001
N -2.661 -0.211 0.226 0.006
C -4.746 -0.999 -0.706 -0.012
As -0.287 1.891 -1.758 0.002
C -3.868 1.134 -1.437 0.001
N 4.473 1.201 0.349 -0.007
C 5.178 0.045 -0.073 0.001
C -4.957 1.288 -2.274 0.008
C 3.725 3.473 -3.611 -0.002
H 5.514 1.368 2.156 0.000
H 4.651 3.841 -4.035 0.000
H -2.638 5.049 1.301 0.000
C 4.483 1.315 1.808 0.000
C -1.622 4.389 -2.377 -0.004
H 6.204 0.057 0.288 0.000
C -1.647 3.716 -0.055 -0.007
C 1.975 1.819 -3.553 -0.003
H 1.204 -2.580 1.516 -0.003
H -1.319 4.231 -3.403 -0.001
N -2.949 -0.740 1.311 -0.008
H -1.733 -2.511 -3.678 0.001
C 1.877 3.746 -2.094 -0.005
C -1.267 -2.786 3.808 0.034
C -1.289 3.479 -1.379 -0.050
H 2.785 -2.393 0.326 0.001
H 1.934 -0.693 2.738 0.000
C -2.357 4.861 0.273 0.005
H 2.720 2.295 0.039 0.001
C -0.056 -3.009 3.174 -0.027
P 2.021 -0.024 0.374 -0.005
C 3.158 -1.441 -0.044 -0.010
C 3.075 4.205 -2.624 0.001
H -4.646 -1.893 -0.105 0.001
C -1.055 0.783 -3.146 -0.052
H -3.263 6.655 -0.471 0.000
C -5.935 0.303 -2.337 -0.011
```

Record 5
DFT (the ωB97M-V functional and the def2-TZVPD basis) results for a structure of composition C19H21BrGeNO7ScSe.

HOMO energy = -9.35 eV
energy relative to the best compared isomer or geometry (same formula, charge and spin) = 6.87 kJ/mol
Kohn-Sham gap = 9.34 eV
LUMO level = 0.0 eV

XYZ file:
```
52
Properties=species:S:1:pos:R:3:mulliken_charge:R:1
C 0.126 -2.601 4.925 -0.611
O 1.415 -2.684 6.877 -0.515
C -0.008 -2.135 3.640 0.344
C -3.334 5.086 0.642 0.143
C -2.543 4.708 -0.432 -0.594
H 0.273 -2.763 -5.815 0.388
H 3.028 -2.322 -3.412 0.381
C -0.774 1.740 1.060 1.284
Ge 1.158 -0.897 -4.361 0.584
C 2.258 -1.421 5.016 -0.447
H -1.994 -0.988 -1.192 0.240
H -1.071 -1.878 -5.083 0.355
C -2.450 3.315 1.975 -0.274
O 3.971 0.274 3.282 -0.648
H -0.152 -3.067 -4.131 0.387
C -3.298 4.403 1.848 -0.561
C -1.465 -1.898 -1.464 -0.901
C -0.078 -2.292 -4.896 -1.245
C -1.659 2.916 0.905 -0.023
C 2.022 -1.011 3.724 -0.017
H -1.079 3.294 -1.119 0.471
Se 0.438 -1.628 -1.271 0.214
O -2.080 -3.108 2.993 -0.661
H 3.665 -0.793 -4.037 0.358
C 2.914 -0.128 2.869 0.310
H -2.397 2.767 2.906 0.445
C 2.959 -1.602 -4.229 -1.177
N 0.926 -1.377 3.086 -0.245
C -1.169 -2.379 2.691 0.134
H -3.923 4.719 2.672 0.424
H 1.467 0.421 -2.196 0.450
H 1.366 0.253 -6.607 0.367
H -1.654 -2.163 -2.501 0.348
H -0.628 -3.224 5.384 0.565
O -1.005 -1.722 1.561 -0.457
Sc 0.464 -0.366 1.220 0.582
Br -4.486 6.568 0.458 -0.180
H 0.061 0.981 -5.661 0.358
H -1.748 -2.699 -0.791 0.333
H -0.240 0.370 -2.566 0.442
C 1.075 0.582 -5.608 -1.158
O -0.650 1.177 2.188 -0.735
O 2.365 0.095 1.689 -0.622
C 1.286 -2.228 5.611 1.106
C 0.675 -0.221 -2.584 -1.079
H 1.749 1.384 -5.304 0.360
H 3.161 -1.117 5.530 0.454
H 3.253 -2.107 -5.150 0.372
C -1.704 3.613 -0.296 -0.308
H 2.241 -2.364 7.253 0.299
H -2.585 5.261 -1.360 0.423
O -0.140 1.257 0.061 -0.465
```

Record 6
DFT (the ωB97M-V functional and the def2-TZVPD basis) results for a structure of composition C21H45OP3STc.

2S+1 = 4
HOMO energy (alpha / beta) = -19.98 / -19.98 eV
⟨S²⟩ = 3.825
Kohn-Sham gap (alpha / beta) = 5.05 / 5.30 eV
LUMO level (alpha / beta) = -14.9 / -14.7 eV
total charge = +4

XYZ file:
```
72
Properties=species:S:1:pos:R:3:mulliken_spin:R:1
H -1.929 3.527 -0.890 0.002
C -2.040 2.158 2.621 0.032
H -2.551 1.291 3.055 0.001
H 1.445 -1.747 -0.634 0.024
C 0.808 -1.536 0.238 0.176
H 3.331 0.948 3.580 -0.003
H 3.704 1.760 -0.087 0.008
C 2.026 0.584 -2.397 0.068
H -1.104 2.324 3.169 -0.005
H -3.114 0.740 -0.765 -0.002
H -1.203 -1.312 6.527 0.000
C 2.323 0.652 3.260 0.003
P 1.964 1.330 1.611 -0.180
C -0.636 -2.776 -4.707 0.284
H -1.176 2.634 -2.518 -0.001
H -2.027 -0.023 4.709 0.000
H -0.330 1.556 -3.680 -0.001
H 0.257 -3.285 5.165 0.000
H 0.841 -2.195 3.161 -0.001
H -2.674 3.052 2.701 0.004
H 1.164 -3.868 -4.237 -0.003
P -1.683 1.828 0.865 -0.002
H 2.401 3.244 -1.032 0.006
C 1.846 3.130 1.887 0.064
H -0.802 -2.623 2.652 0.002
H -1.107 -1.532 -0.885 0.023
H -1.482 -3.020 4.883 0.000
H -0.824 4.074 0.411 -0.010
H 1.205 -1.975 1.160 0.007
H 0.769 3.927 -1.168 -0.010
H 2.273 -0.444 3.230 -0.004
S -0.547 -1.664 -3.364 0.203
H -1.456 0.886 -2.473 -0.002
H -2.593 4.049 0.693 0.005
H 1.599 1.013 3.999 0.000
H 1.819 3.681 0.940 -0.007
C -1.688 -2.614 -5.632 0.037
H 1.724 -0.447 -2.608 -0.007
H -0.448 0.753 4.813 -0.001
H 4.384 1.359 1.508 -0.001
C -1.838 -3.500 -6.702 0.090
H 0.246 -2.254 -2.392 0.003
H 3.706 0.064 0.490 -0.007
H 2.721 3.472 2.452 -0.002
C 0.160 -4.678 -6.001 0.110
H -2.366 -1.782 -5.449 -0.002
H 0.940 3.373 2.457 -0.006
H 1.648 3.406 -2.637 -0.001
H 2.945 0.549 -1.796 -0.005
Tc 0.166 0.548 0.417 1.963
C 3.588 1.113 0.791 0.046
H -4.048 1.743 0.391 -0.003
C -0.492 -2.561 4.840 0.000
P 0.723 1.496 -1.519 -0.148
C 0.318 -3.790 -4.926 0.017
H -2.677 -3.349 -7.376 0.004
H 0.489 -1.045 6.050 0.000
C -0.940 -0.215 4.659 0.003
H 2.229 1.107 -3.341 0.000
C -1.757 3.535 0.193 0.066
H -3.400 0.144 0.889 0.001
C -0.517 -1.273 5.677 0.000
H -1.083 -5.266 -7.684 -0.002
C -3.212 1.039 0.285 -0.003
H -1.254 -1.902 0.891 -0.006
O -0.605 -0.683 3.328 -0.004
H 0.871 -5.486 -6.157 0.007
C -0.635 -1.451 0.105 -0.133
C 1.453 3.178 -1.580 0.051
C -0.696 1.656 -2.650 0.018
C -0.925 -4.549 -6.882 0.231
C -0.228 -2.082 3.416 0.002
```

- What is the formula in the first record?
  C4H13N2